No. 1
DFT (ωB97M-V/def2-TZVPD) results for the ion C8H7N2O with charge +1.

Results
HOMO-LUMO gap in eV: 8.62
Total charge: +1
HOMO in eV: -13.3
SMILES: C=Nc1ccccc1[NH+]=C=O

XYZ file:
```
18
Properties=species:S:1:pos:R:3:mulliken_charge:R:1
C 2.124 2.071 0.122 -0.158
N 1.695 0.914 -0.096 -0.335
C 0.469 0.300 -0.064 0.902
C -0.823 0.890 -0.047 -0.318
C -1.948 0.078 0.038 -0.751
C -1.875 -1.341 -0.015 -0.548
C -0.617 -1.933 0.021 -0.909
C 0.516 -1.106 -0.020 0.514
N 1.833 -1.579 0.095 -0.069
C 2.844 -0.769 -0.039 0.530
O 3.943 -0.551 -0.035 -0.224
H 3.237 2.105 0.010 0.259
H 1.387 2.970 0.254 0.220
H -0.740 1.989 -0.115 0.261
H -2.993 0.363 0.086 0.341
H -2.726 -1.846 0.096 0.524
H -0.645 -2.958 0.047 0.429
H 2.126 -2.529 -0.201 0.333
```

No. 2
DFT (ωB97M-V/def2-TZVPD) results for the ion C8H7N2S2 with charge +1.

Results
HOMO-LUMO gap in eV: 7.42
Total charge: +1
HOMO in eV: -12.3

XYZ file:
```
19
Properties=species:S:1:pos:R:3:mulliken_charge:R:1
C -0.692 -2.585 0.067 -0.563
C 0.566 -2.910 0.609 -0.513
C -1.001 -1.263 -0.262 -0.504
C 1.537 -1.891 0.758 -0.502
C -0.015 -0.234 -0.100 0.396
C 1.265 -0.587 0.416 0.501
C 0.775 1.948 -0.003 0.223
C -1.394 1.915 -0.746 -0.520
N -0.254 1.163 -0.290 0.138
N 0.643 3.204 -0.026 -0.117
S 2.436 0.712 0.620 -0.065
S -1.014 3.609 -0.366 0.021
H -1.435 -3.387 0.047 0.369
H 0.827 -3.912 0.932 0.387
H -1.891 -1.238 -0.813 0.390
H 2.417 -1.996 1.350 0.351
H -1.625 1.800 -1.929 0.340
H -2.450 1.626 -0.222 0.345
H 1.303 4.024 -0.041 0.324
```

No. 3
DFT (ωB97M-V/def2-TZVPD) results for the molecule C8H7N3.

Results
HOMO-LUMO gap in eV: 8.75
Total charge: 0
HOMO in eV: -8.6
SMILES: Nc1ccc2cncnc2c1

XYZ file:
```
18
Properties=species:S:1:pos:R:3:mulliken_charge:R:1
N 0.229 0.513 3.174 -0.569
C 0.266 0.131 1.767 0.924
C 0.639 -1.248 1.350 -0.365
C 0.402 -1.595 0.043 -0.766
C 0.035 -0.614 -0.948 0.537
C -0.541 -0.962 -2.218 -0.278
N -0.899 -0.057 -3.096 -0.568
C -0.846 1.211 -2.707 -0.053
N -0.475 1.718 -1.511 -0.623
C -0.113 0.713 -0.630 0.163
C 0.074 1.053 0.767 -0.356
H 0.147 1.617 3.233 0.235
H 0.878 0.053 3.852 0.239
H 1.146 -2.040 2.008 0.243
H 0.674 -2.591 -0.252 0.338
H -0.613 -2.007 -2.503 0.376
H -1.007 1.988 -3.479 0.356
H 0.004 2.117 1.151 0.167
```

No. 4
DFT (ωB97M-V/def2-TZVPD) results for the molecule C8H7N3O.

Results
HOMO-LUMO gap in eV: 8.81
Total charge: 0
HOMO in eV: -9.2
SMILES: CC(=O)n1nnc2ccccc21

XYZ file:
```
19
Properties=species:S:1:pos:R:3:mulliken_charge:R:1
C 2.891 0.735 1.659 -1.022
C 1.816 -0.242 1.087 0.785
O 1.783 -1.434 1.485 -0.595
N 0.946 0.334 0.219 0.570
N 1.188 1.536 -0.369 -0.583
N 0.197 1.812 -1.120 -0.536
C -0.679 0.789 -1.020 -0.146
C -1.945 0.700 -1.708 -0.489
C -2.710 -0.543 -1.397 -0.987
C -2.247 -1.496 -0.490 -0.465
C -0.935 -1.368 0.142 -0.553
C -0.316 -0.192 -0.155 1.108
H 2.250 1.624 2.020 0.277
H 3.821 1.229 0.845 0.249
H 3.390 0.167 2.368 0.393
H -2.470 1.532 -2.271 0.350
H -3.425 -0.676 -1.824 0.836
H -2.863 -2.369 -0.317 0.365
H -0.691 -2.138 0.846 0.442
```

No. 5
DFT (ωB97M-V/def2-TZVPD) results for the molecule C8H7N3O.

Results
HOMO-LUMO gap in eV: 9.03
Total charge: 0
HOMO in eV: -9.3
SMILES: Cn1nnc2ccccc2c1=O

XYZ file:
```
19
Properties=species:S:1:pos:R:3:mulliken_charge:R:1
C 3.214 -0.107 0.093 -0.803
N 1.828 -0.198 -0.240 0.484
N 1.403 -1.481 0.170 -0.321
N 0.247 -1.906 0.033 -0.553
C -0.634 -0.779 -0.092 0.383
C -1.983 -1.195 -0.128 -0.050
C -3.009 -0.266 0.199 -0.306
C -2.673 1.086 0.229 -0.559
C -1.335 1.502 -0.285 -0.608
C -0.256 0.542 -0.387 0.021
C 1.169 0.924 -0.180 0.577
O 1.710 1.900 0.230 -0.592
H 3.867 0.361 -0.796 0.238
H 3.570 0.087 1.122 0.318
H 3.514 -1.250 0.069 0.318
H -2.287 -2.320 -0.333 0.254
H -3.853 -0.929 -0.030 0.299
H -3.508 1.552 0.649 0.409
H -0.985 2.477 -0.322 0.491
```

No. 6
DFT (ωB97M-V/def2-TZVPD) results for a cluster of 2 separate species, C8H7N3OS in total.

Results
HOMO-LUMO gap in eV: 8.99
Total charge: 0
HOMO in eV: -9.0

XYZ file:
```
20
Properties=species:S:1:pos:R:3:mulliken_charge:R:1
C -1.257 -2.728 -1.163 -0.637
C 2.326 0.342 1.925 -0.676
C -0.658 -1.537 -1.458 -0.101
C 2.561 1.675 2.007 -0.109
C -1.980 -1.391 0.337 -0.076
C 0.753 1.010 0.581 0.361
C -0.406 1.488 -1.622 -0.008
C -1.007 0.707 -0.497 -0.150
N -1.970 -2.644 0.016 -0.602
N 1.364 -0.028 1.003 -0.352
N -1.197 -0.632 -0.506 0.167
O 0.027 1.180 -2.692 -0.478
S 1.399 2.541 1.016 -0.078
H -1.250 -3.663 -1.578 0.495
H 2.734 -0.513 2.373 0.438
H 0.004 -1.108 -2.249 0.343
H 3.229 2.378 2.517 0.374
H -2.579 -0.964 1.094 0.365
H -0.497 2.642 -1.278 0.209
H -1.597 1.245 0.174 0.513
```

No. 7
DFT (ωB97M-V/def2-TZVPD) results for the molecule C8H7N5O5S.

Results
HOMO-LUMO gap in eV: 7.46
Total charge: 0
HOMO in eV: -9.9
SMILES: [H]/N=C1/NS(=O)(=O)N=C(N)/C1=C\c1ccc([N+](=O)[O-])o1

XYZ file:
```
26
Properties=species:S:1:pos:R:3:mulliken_charge:R:1
H -1.717 -0.027 -3.170 0.183
N -1.142 -0.846 -3.394 -0.804
C -0.206 -1.091 -2.536 0.261
N 0.621 -2.027 -2.994 -0.282
S 1.103 -3.065 -1.804 1.068
O -0.083 -3.690 -1.175 -0.610
O 2.045 -4.043 -2.358 -0.656
N 1.807 -2.033 -0.673 -0.721
C 1.184 -0.927 -0.593 0.716
N 1.843 -0.320 0.411 -0.473
C 0.042 -0.368 -1.311 0.882
C -0.764 0.675 -0.863 -0.488
C -0.758 1.328 0.472 0.186
C -1.126 2.603 0.757 -0.675
C -1.017 2.809 2.182 -0.307
C -0.598 1.617 2.706 -0.081
N -0.283 1.367 4.072 0.985
O 0.336 0.364 4.296 -0.552
O -0.608 2.178 4.903 -0.570
O -0.429 0.722 1.677 -0.426
H 0.168 -2.575 -3.687 0.337
H 2.468 -1.039 0.813 0.301
H 1.272 0.297 0.989 0.405
H -1.512 1.057 -1.515 0.309
H -1.460 3.307 0.032 0.529
H -1.185 3.727 2.763 0.482
```

No. 8
DFT (ωB97M-V/def2-TZVPD) results for the molecule C8H7NO3S.

Results
HOMO-LUMO gap (alpha / beta) in eV: 8.34 / 8.34
Total charge: 0
HOMO (alpha / beta) in eV: -9.0 / -9.0

XYZ file:
```
20
Properties=species:S:1:pos:R:3:mulliken_charge:R:1
C 0.590 -1.735 0.323 -0.593
C -0.669 -1.326 0.127 0.033
C 1.685 1.110 0.969 -0.308
C -0.380 1.969 0.234 -0.042
C -1.535 1.664 -0.003 -0.161
C 1.014 1.938 -0.053 0.489
C -1.461 -0.572 -0.968 -0.792
C -2.392 0.588 -0.384 -0.531
N 2.197 -0.077 0.805 0.295
O 2.831 -0.667 1.756 -0.654
O 1.698 2.471 -0.882 -0.514
O 1.921 -1.059 -1.859 -0.495
S 2.177 -1.540 -0.499 0.529
H 0.697 -2.168 1.268 0.428
H -1.336 -1.478 1.121 0.141
H 1.933 1.661 1.771 0.587
H -0.685 -0.294 -1.604 0.465
H -1.985 -1.401 -1.343 0.421
H -3.191 0.134 0.387 0.337
H -3.107 0.781 -1.168 0.365
```

No. 9
DFT (ωB97M-V/def2-TZVPD) results for the molecule C8H7NOS.

Results
HOMO-LUMO gap (alpha / beta) in eV: 8.49 / 7.62
Expectation value of S²: 2.023
Total charge: 0
Multiplicity: 3
HOMO (alpha / beta) in eV: -7.7 / -8.5

XYZ file:
```
18
Properties=species:S:1:pos:R:3:lowdin_spin:R:1
C 1.354 1.208 -1.370 -0.023
C 0.146 0.529 -1.613 0.027
C 1.780 1.479 -0.094 0.028
C -0.529 0.003 -0.556 0.078
C 1.120 0.928 0.941 0.091
C -0.060 0.253 0.696 0.669
C -1.812 -1.499 0.798 0.051
C -1.854 -0.775 -0.527 0.044
N -1.182 -2.538 0.970 0.356
O 1.521 1.185 2.257 0.009
S -0.572 -3.942 0.904 0.615
H 1.834 1.492 -2.243 -0.002
H -0.039 0.206 -2.555 0.005
H 2.664 2.129 0.033 0.008
H -2.097 -0.762 1.646 0.043
H -2.634 -0.022 -0.363 0.001
H -2.035 -1.471 -1.343 0.000
H 2.396 1.597 2.420 0.000
```

No. 10
DFT (ωB97M-V/def2-TZVPD) results for a structure of composition C8H7O3.

Results
HOMO-LUMO gap (alpha / beta) in eV: 7.32 / 7.32
Total charge: -1
HOMO (alpha / beta) in eV: -5.0 / -5.0

XYZ file:
```
18
Properties=species:S:1:pos:R:3:mulliken_charge:R:1
C 1.382 -0.169 1.340 -0.582
C 2.565 -0.053 1.707 -0.578
C -0.019 2.842 -1.130 0.411
C 0.094 -1.152 -0.595 -1.032
C 0.156 -0.611 0.810 1.354
C 0.008 0.138 -1.417 0.091
C -0.383 1.222 -0.653 0.258
C -0.606 -1.505 1.692 -1.762
O -0.423 3.770 -0.470 -0.647
O 0.586 2.648 -2.144 -0.560
O -1.324 0.678 -1.531 -0.449
H 1.070 -1.556 -0.865 0.354
H -0.710 -1.861 -0.873 0.351
H -0.669 0.571 0.506 0.048
H 0.591 0.313 -2.343 0.510
H -1.564 -1.777 1.437 0.524
H -0.650 -1.040 2.760 0.311
H -0.105 -2.460 1.769 0.399
```

No. 11
DFT (ωB97M-V/def2-TZVPD) results for the molecule C8H8.

Results
HOMO-LUMO gap in eV: 8.60
Total charge: 0
HOMO in eV: -7.5
SMILES: C[C@]12[C@@H]3C[C@]31C21C=C1

XYZ file:
```
16
Properties=species:S:1:pos:R:3:mulliken_charge:R:1
C -0.714 1.343 -0.214 -1.455
C 0.015 0.105 -0.809 0.499
C -0.668 -1.247 -0.954 -0.308
C -1.309 -1.305 0.442 -0.799
C 0.198 -1.334 0.206 -0.077
C 1.318 -0.351 -0.028 0.715
C 2.711 -0.671 -0.342 -0.574
C 2.537 0.139 0.695 -0.602
H -0.357 2.307 -0.689 0.330
H -0.262 1.361 0.810 0.395
H -1.764 1.388 -0.394 0.385
H -0.961 -1.737 -1.894 0.399
H -1.622 -0.403 0.922 0.160
H -1.818 -2.136 0.838 0.269
H 3.401 -1.071 -1.107 0.320
H 2.899 0.914 1.352 0.342
```

No. 12
DFT (ωB97M-V/def2-TZVPD) results for the molecule C8H8.

Results
HOMO-LUMO gap in eV: 6.97
Total charge: 0
HOMO in eV: -7.5
SMILES: C=c1ccccc1=C

XYZ file:
```
16
Properties=species:S:1:pos:R:3:mulliken_charge:R:1
C -1.459 1.822 0.089 -0.908
C -0.454 0.926 -0.043 0.782
C 0.990 1.285 -0.043 -0.406
C 2.085 0.496 -0.134 -0.253
C 1.799 -0.928 -0.214 -0.690
C 0.494 -1.453 0.254 -0.390
C -0.707 -0.582 -0.003 0.751
C -1.863 -1.369 -0.286 -0.725
H -0.891 2.718 0.293 0.292
H -2.611 1.558 0.175 0.236
H 1.178 2.384 -0.330 0.168
H 3.148 0.827 0.041 0.311
H 2.701 -1.544 -0.015 0.289
H 0.279 -2.637 0.672 0.161
H -2.938 -0.952 -0.693 0.246
H -1.750 -2.550 0.238 0.137
```

Short version: energy relative to the best compared isomer or geometry (same formula, charge and spin) = 0.0, 0.0, 19.2, 112.7, 132.3, 35.0, 0.0, 175.1, 22.1, 147.3, 180.0, 113.5 kcal/mol, in the order given.
Short version: total energy = -493.4896, -1214.6080, -473.2984, -548.4183, -548.3870, -946.6304, -1357.0174, -987.3909, -837.0424, -534.5493, -309.3269, -309.4329 hartree, in the order given.
Short version: largest force on an atom = 6.01, 6.25, 3.41, 19.14, 5.73, 4.60, 6.33, 4.51, 3.36, 4.61, 3.08, 5.55 eV/Å, in the order given.